Record 1
C45H77BrFN3O4 | wB97M-V/def2-TZVPD

The lowest unoccupied orbital energy comes out at -1.6 eV. The structure (SMILES) is CC[C@H](Br)c1c(CCCCn2cccc2)c(C(=O)NC(=O)F)cc2c1C(=O)NC2=O.CCCCCC.CCCCCC.CCCCCC.CCCCCC. The energy comes out at -133325.69118 eV. The calculation puts the HOMO-LUMO gap at 0.2392 hartree. As for the charge: 0.

Last column: Löwdin charge in e.
Atoms and positions in Å:
C -6.3177 -2.3250 3.0211  -0.1875
C -4.8816 -1.8702 2.3948  -0.2524
C -4.7130 -0.2678 2.3572  -0.6221
Br -6.2872 0.7574 3.0416  0.6843
C -4.3002 0.3351 0.9385  -0.1019
C -3.1395 1.3943 0.7340  0.0027
C -2.3271 1.9189 2.0380  -0.1511
C -0.8680 1.2655 2.1859  -0.1901
C -0.8799 -0.2624 2.7474  -0.1496
C 0.3715 -1.0054 2.0063  -0.1378
N -0.1433 -1.3409 0.6277  -0.1488
C 0.2613 -0.7292 -0.6449  -0.0949
C -0.4555 -1.2593 -1.9099  -0.0803
C -1.4266 -2.3333 -1.2822  -0.0762
C -1.1528 -2.3178 0.2508  -0.0852
C -2.7703 1.9904 -0.7079  0.0153
C -1.6511 3.0942 -0.9989  -0.2880
O -1.7106 3.7100 -2.1144  0.0518
N -0.5507 3.4983 -0.0870  0.1269
C -0.6403 4.9606 0.2685  -0.2943
O -1.6841 5.6357 0.1247  0.1045
F 0.5498 5.6217 0.8283  0.0089
C -3.5808 1.5135 -1.9822  0.1007
C -4.7109 0.4852 -1.7540  -0.0065
C -5.0677 -0.0835 -0.3408  0.0292
C -6.3023 -1.0527 -0.6136  -0.2988
O -6.6999 -2.1153 -0.0847  0.0614
N -6.9224 -0.3853 -1.8020  0.1184
C -5.7603 -0.2128 -2.7307  -0.3129
O -5.6993 -0.5895 -3.9221  0.0689
H -7.2046 -1.9372 2.3905  0.0537
H -6.3931 -3.4792 3.0911  0.0841
H -6.4237 -1.9573 4.1157  0.0652
H -4.6805 -2.3683 1.3753  0.1052
H -4.0963 -2.3265 3.1153  0.1097
H -3.8457 -0.0195 3.0836  0.0714
H -2.1768 3.0532 1.8738  0.1053
H -2.9573 1.8489 3.0090  0.1198
H -0.3480 1.2151 1.1647  0.0747
H -0.2120 1.9203 2.8836  0.1221
H -0.6223 -0.2708 3.8776  0.1172
H -1.8468 -0.8233 2.5123  0.0868
H 1.2790 -0.2975 1.9246  0.1251
H 0.7139 -1.9422 2.5773  0.1272
H 1.0796 0.0757 -0.6017  0.0908
H -0.3469 -0.9672 -3.0150  0.0985
H -2.1669 -3.0150 -1.8333  0.0898
H -1.6543 -2.9466 1.0777  0.1113
H 0.3469 3.2990 -0.5634  0.1389
H -3.3759 1.8921 -3.0358  0.1097
H -7.6474 -1.0569 -2.1405  0.1490
C -2.9990 1.9568 -9.0453  -0.1145
C -2.1765 2.1624 -7.7812  -0.2718
C -3.0089 2.0639 -6.5003  -0.2316
C -4.1090 3.1199 -6.3581  -0.2268
C -3.6273 4.5716 -6.4120  -0.2694
C -2.6742 4.9269 -5.2795  -0.1145
H -3.7720 2.7215 -9.1535  0.0657
H -2.3553 2.0113 -9.9272  0.0691
H -3.4826 0.9762 -9.0392  0.0758
H -1.6591 3.1256 -7.8301  0.0984
H -1.3937 1.3971 -7.7456  0.1040
H -2.3352 2.1174 -5.6387  0.0932
H -3.4748 1.0740 -6.4570  0.1090
H -4.6266 2.9533 -5.4054  0.1026
H -4.8633 2.9708 -7.1369  0.1010
H -4.5002 5.2305 -6.3543  0.1048
H -3.1488 4.7810 -7.3744  0.0982
H -3.1518 4.7725 -4.3080  0.0663
H -2.3797 5.9774 -5.3489  0.0718
H -1.7623 4.3257 -5.3140  0.0659
C 3.2816 2.5200 0.6846  -0.1022
C 2.7477 3.1769 1.9500  -0.2782
C 3.5530 4.4001 2.3731  -0.2252
C 5.0170 4.1342 2.7344  -0.2230
C 5.2327 3.1141 3.8542  -0.2701
C 4.6334 3.5495 5.1841  -0.1087
H 4.3024 2.1545 0.8182  0.0716
H 2.6576 1.6635 0.4117  0.0430
H 3.2743 3.2245 -0.1521  0.0790
H 2.7140 2.4433 2.7622  0.0966
H 1.7117 3.4848 1.7717  0.0724
H 3.0492 4.8732 3.2216  0.1051
H 3.5278 5.1322 1.5597  0.1103
H 5.4793 5.0848 3.0261  0.1118
H 5.5600 3.7999 1.8447  0.1013
H 6.3094 2.9661 3.9880  0.1064
H 4.8227 2.1397 3.5682  0.0942
H 5.0679 4.4974 5.5137  0.0783
H 4.8360 2.7987 5.9525  0.0543
H 3.5493 3.6715 5.1192  0.0678
C 0.9557 -6.6124 -6.8754  -0.1160
C 1.7592 -6.4384 -5.5944  -0.2738
C 0.9024 -6.5371 -4.3297  -0.2292
C -0.1798 -5.4622 -4.1935  -0.2269
C 0.3303 -4.0198 -4.2205  -0.2695
C 1.2694 -3.6956 -3.0673  -0.1248
H 0.1993 -5.8319 -6.9875  0.0654
H 1.6161 -6.5592 -7.7451  0.0691
H 0.4538 -7.5837 -6.8906  0.0749
H 2.2954 -5.4846 -5.6218  0.0980
H 2.5267 -7.2188 -5.5548  0.1038
H 1.5610 -6.5071 -3.4561  0.1000
H 0.4173 -7.5183 -4.3074  0.1081
H -0.7174 -5.6305 -3.2524  0.1083
H -0.9228 -5.5871 -4.9875  0.1006
H -0.5312 -3.3448 -4.1700  0.0911
H 0.8299 -3.8082 -5.1717  0.1002
H 0.7718 -3.8517 -2.1068  0.0626
H 1.5840 -2.6507 -3.1196  0.0587
H 2.1708 -4.3137 -3.0932  0.0676
C 3.4118 -1.3265 5.7781  -0.1134
C 4.2485 -0.4950 6.7403  -0.2672
C 5.7471 -0.7917 6.6434  -0.2283
C 6.1496 -2.2248 7.0035  -0.2287
C 5.7404 -2.6816 8.4055  -0.2730
C 6.3888 -1.8642 9.5143  -0.1147
H 3.5001 -2.3957 5.9855  0.0668
H 2.3554 -1.0589 5.8686  0.0654
H 3.7186 -1.1495 4.7432  0.0717
H 3.8921 -0.6455 7.7640  0.1015
H 4.0896 0.5650 6.5147  0.0873
H 6.2867 -0.0872 7.2839  0.1008
H 6.0824 -0.5868 5.6214  0.1074
H 7.2383 -2.3126 6.9057  0.1102
H 5.7276 -2.9195 6.2705  0.1000
H 6.0313 -3.7301 8.5287  0.1048
H 4.6515 -2.6508 8.5155  0.0981
H 7.4791 -1.9233 9.4530  0.0758
H 6.0837 -2.2452 10.4923  0.0700
H 6.0978 -0.8120 9.4648  0.0654

***

Record 2
C45H78BBrClF2N7O5S | wB97M-V/def2-TZVPD

The lowest unoccupied orbital energy comes out at 0.3 eV. The structure (SMILES) is CC[C@H](Cl)[C@]1(F)OS(=O)(=O)[C@H](CCCCCCCOC)[C@](F)(CCCCn2cccc2)[C@@]1(Br)B(O)N(C)C.CCCC#N.CCCC#N.CCCC#N.CCCC#N.CCCC#N. The energy comes out at -168106.26198 eV. The calculation puts the HOMO-LUMO gap at 0.2959 hartree. As for the charge: 0.

Last column: Löwdin charge in e.
Atoms and positions in Å:
C -1.7670 2.7411 3.4874  -0.1045
C -0.2891 3.1639 3.0446  -0.2277
C 0.7288 2.0632 3.4890  -0.5656
Cl 2.4104 2.7101 3.8512  0.6025
C 0.7385 0.7565 2.6114  -0.4581
F -0.4479 0.0714 2.9878  0.0384
O 1.8077 -0.0536 3.1661  -0.1780
S 1.6493 -1.6450 2.7592  0.7480
O 0.8030 -2.4186 3.6703  -0.2800
O 2.9955 -2.2272 2.8512  -0.2805
C 1.0323 -1.6868 1.0196  -0.2308
C 1.4482 -2.9818 0.2374  -0.1396
C 0.7501 -4.2102 0.9700  -0.1977
C 0.8888 -5.5669 0.1803  -0.1922
C 2.1687 -6.4095 0.6223  -0.1805
C 2.4893 -7.4336 -0.5723  -0.1900
C 3.8457 -7.0030 -1.2657  -0.1777
C 3.8974 -7.2781 -2.8228  -0.2288
O 2.6579 -7.0328 -3.5011  -0.2185
C 2.4078 -5.6292 -3.5825  -0.1212
C 1.5371 -0.3312 0.3584  -0.3780
F 0.9939 -0.3476 -0.9741  -0.0059
C 3.1037 -0.2824 0.3561  -0.1541
C 3.7303 0.0945 -1.0697  -0.1869
C 5.1181 0.8267 -0.9319  -0.1815
C 6.2086 0.0096 -0.1528  -0.1449
N 6.3436 0.3898 1.2730  -0.1578
C 5.8687 1.5148 1.9453  -0.0961
C 6.2459 1.3592 3.3431  -0.0876
C 6.9932 0.0860 3.4315  -0.0872
C 7.0490 -0.4990 2.0888  -0.0846
C 0.8486 0.9436 1.0570  -0.4167
Br 1.8879 2.5155 0.4553  0.9354
B -0.6120 1.0616 0.2848  -0.5669
O -1.6335 0.0921 0.3910  0.1188
N -0.8760 2.2267 -0.6233  -0.1590
C -1.1680 1.7188 -2.0076  -0.0948
C -2.1189 2.9472 -0.2165  -0.0938
H -1.7513 2.0628 4.3897  0.0724
H -2.4170 3.6186 3.7215  0.0772
H -2.2852 2.1343 2.6889  0.0656
H -0.3127 3.4002 1.9562  0.0689
H -0.0598 4.0840 3.6493  0.1143
H 0.3746 1.7187 4.5021  0.1195
H -0.0915 -1.7226 1.1165  0.1397
H 1.0147 -2.9188 -0.8020  0.1343
H 2.5486 -3.1667 0.2021  0.1204
H 1.1942 -4.3269 1.9966  0.1068
H -0.3485 -4.0103 1.1417  0.1202
H -0.0211 -6.1823 0.4308  0.1069
H 0.8728 -5.4006 -0.9268  0.0929
H 1.9516 -7.0302 1.5341  0.0938
H 3.0688 -5.7745 0.8234  0.1030
H 2.6574 -8.4718 -0.1676  0.1083
H 1.6153 -7.4627 -1.2657  0.1027
H 3.9576 -5.8937 -1.1198  0.0941
H 4.6925 -7.5625 -0.7851  0.1164
H 4.6620 -6.5771 -3.2835  0.1172
H 4.2795 -8.3142 -3.0479  0.1258
H 3.1618 -5.1164 -4.2429  0.0969
H 1.3974 -5.4865 -4.0563  0.1007
H 2.3559 -5.1465 -2.5715  0.0691
H 3.5043 -1.3162 0.5638  0.1040
H 3.5391 0.3476 1.1825  0.1032
H 3.0553 0.8128 -1.6132  0.0917
H 3.8617 -0.8725 -1.6184  0.1170
H 5.5062 0.9522 -1.9862  0.1155
H 4.9724 1.8748 -0.5550  0.0916
H 7.2290 0.1079 -0.6262  0.1272
H 5.9649 -1.0890 -0.2190  0.1267
H 5.3109 2.3305 1.4398  0.1013
H 5.9665 2.1071 4.1099  0.0812
H 7.4248 -0.3626 4.3534  0.0833
H 7.5486 -1.4469 1.8088  0.1141
H -1.6387 -0.5359 -0.3488  0.1134
H -1.9461 0.9032 -2.0120  0.0814
H -0.2539 1.3161 -2.5127  0.0889
H -1.5949 2.5418 -2.6486  0.0761
H -2.0995 3.9431 -0.7474  0.1012
H -3.0769 2.4348 -0.5671  0.0590
H -2.1890 3.1722 0.8762  0.0633
C 0.4229 -10.0788 4.9205  -0.1128
C 0.3230 -8.5716 4.7114  -0.2673
C -0.8446 -8.1719 3.8050  -0.1852
C -0.6798 -8.7848 2.4605  -0.2274
N -0.5541 -9.2734 1.4091  0.1457
H 0.6106 -10.6034 3.9813  0.0705
H 1.2487 -10.3145 5.5942  0.0724
H -0.4967 -10.4758 5.3584  0.0765
H 1.2623 -8.2090 4.2852  0.1073
H 0.2019 -8.0845 5.6820  0.1091
H -0.8817 -7.0859 3.6972  0.1128
H -1.7933 -8.5029 4.2331  0.1176
C -6.8542 -0.3238 -2.3487  -0.1119
C -6.6777 0.3149 -0.9751  -0.2646
C -6.4844 1.8323 -1.0435  -0.1660
C -5.2660 2.1560 -1.8300  -0.1867
N -4.3200 2.4059 -2.4335  0.1790
H -5.9686 -0.1866 -2.9729  0.0699
H -7.0176 -1.3985 -2.2496  0.0722
H -7.7135 0.1033 -2.8723  0.0773
H -5.8194 -0.1446 -0.4773  0.1099
H -7.5576 0.0963 -0.3650  0.1080
H -6.3759 2.2440 -0.0377  0.1118
H -7.3476 2.3087 -1.5131  0.1203
C -4.4920 0.6475 5.5773  -0.1105
C -5.3272 1.6827 6.3116  -0.2667
C -6.5154 2.1752 5.4764  -0.1794
C -6.0338 2.8222 4.2144  -0.2206
N -5.6690 3.3202 3.2413  0.1379
H -4.0506 1.0677 4.6708  0.0532
H -3.6719 0.3005 6.2086  0.0773
H -5.0944 -0.2208 5.2980  0.0797
H -4.6914 2.5293 6.5848  0.1116
H -5.6974 1.2474 7.2431  0.1086
H -7.0962 2.9045 6.0439  0.1136
H -7.1741 1.3429 5.2199  0.1163
C -3.0012 4.6424 -4.8574  -0.1160
C -1.6884 5.3989 -4.6876  -0.2654
C -1.0162 5.7341 -6.0215  -0.1917
C -0.7020 4.4836 -6.7624  -0.2306
N -0.4587 3.5162 -7.3327  0.1375
H -2.8489 3.6742 -5.3395  0.0712
H -3.4567 4.4513 -3.8850  0.0415
H -3.7101 5.2186 -5.4583  0.0785
H -1.0105 4.7999 -4.0724  0.1036
H -1.8806 6.3272 -4.1435  0.1058
H -0.0900 6.2859 -5.8468  0.0999
H -1.6718 6.3570 -6.6345  0.1089
C 0.7640 10.6533 -4.6504  -0.1098
C 0.9172 9.6546 -5.7925  -0.2680
C -0.1676 9.8027 -6.8632  -0.1830
C -1.5096 9.5733 -6.2656  -0.2355
N -2.5455 9.3910 -5.8024  0.1474
H -0.1755 10.5085 -4.1130  0.0715
H 1.5729 10.5307 -3.9280  0.0736
H 0.7931 11.6809 -5.0218  0.0779
H 0.8964 8.6409 -5.3828  0.0983
H 1.8964 9.7928 -6.2575  0.1098
H -0.0080 9.0776 -7.6637  0.1139
H -0.1398 10.8024 -7.3018  0.1181